# C23H30GeNaO3S3

A molecular structure, C23H30GeNaO3S3 (ωB97M-V with the def2-TZVPD basis set, the OMol25 dataset).

Atoms and positions in Å:
Na: 0.361616 1.478378 0.293177
O: 2.342515 1.874082 -0.314050
C: 3.102977 0.639991 -0.255207
C: 2.059295 -0.557859 -0.089085
O: 2.346841 -1.614397 -0.653010
O: 1.081032 -0.283772 0.664723
C: 3.930384 0.562318 -1.528641
C: 3.358570 0.111907 -2.717994
C: 4.074502 0.149661 -3.903767
C: 5.376016 0.641702 -3.925721
C: 5.951412 1.102810 -2.751654
C: 5.228667 1.062640 -1.562746
C: 3.946290 0.589644 1.022263
C: 4.867844 -0.442857 1.201178
C: 5.587673 -0.550744 2.381624
C: 5.397826 0.369259 3.407530
C: 4.475599 1.389743 3.241582
C: 3.749359 1.494186 2.057681
H: 2.958563 2.596481 -0.474610
H: 2.352555 -0.285873 -2.704830
H: 3.615587 -0.211647 -4.816725
H: 5.936765 0.664274 -4.852692
H: 6.962313 1.493600 -2.755845
H: 5.687542 1.419300 -0.648811
H: 5.000591 -1.172889 0.410354
H: 6.297631 -1.361445 2.503497
H: 5.957175 0.281604 4.331255
H: 4.308714 2.106512 4.037001
H: 3.020377 2.283666 1.943153
S: -3.689517 3.962126 -1.016575
C: -2.216010 3.353084 -0.554151
S: -1.162698 3.919689 0.636411
S: -1.553670 1.953402 -1.561574
C: -4.582115 -2.654762 -2.159934
C: -3.386256 -3.383609 -1.547635
C: -2.611338 -2.574496 -0.508796
C: -1.950908 -1.286252 -1.043057
Ge: -2.988621 0.362010 -0.900860
C: -3.584823 0.678628 0.924335
C: -4.995228 0.124162 1.161255
C: -5.563075 0.508416 2.527992
C: -4.825110 -0.146724 3.693678
H: -5.142234 -3.310080 -2.831525
H: -4.271741 -1.779846 -2.734555
H: -5.268813 -2.304495 -1.382189
H: -2.693721 -3.679695 -2.343594
H: -3.730986 -4.310412 -1.077757
H: -1.825053 -3.214996 -0.099223
H: -3.280276 -2.349158 0.332102
H: -1.629848 -1.413991 -2.082847
H: -1.035222 -1.086448 -0.476257
H: -4.222645 0.412700 -1.822935
H: -3.571887 1.759397 1.084886
H: -2.859256 0.234528 1.609631
H: -4.995398 -0.970270 1.077246
H: -5.663832 0.491375 0.378107
H: -6.621509 0.237173 2.567610
H: -5.513670 1.596430 2.629934
H: -4.794601 -1.234427 3.570342
H: -5.311977 0.068354 4.648359
H: -3.794182 0.207885 3.761945

Atoms 1-2, force components in eV/Å:
-1.5 2.0 0.1
0.7 -0.2 0.0

Summary:
Total charge   -1
E_HOMO   -4.60 eV
F_max   2.46 eV/Å
E   -123923.2019 eV